74
Properties=species:S:1:pos:R:3:forces:R:3:lowdin_charge:R:1 method="wB97M-V/def2-TZVPD" e_lumo_ev="-1.4 / -3.6" multiplicity=2 fmax_ev_per_a=2.72 e_homo_ev="-9.039 / -9.039" total_charge=0
Cu -0.7618 -0.8315 -2.9850 0.9 -0.2 2.6 0.725
C 0.3414 0.6314 -1.0221 0.8 -1.0 0.9 -0.837
O 0.9016 0.2537 -2.1356 0.1 -0.2 -1.1 -0.025
O -0.9049 0.3143 -1.0706 -1.0 0.1 -0.3 -0.018
O 0.9775 1.0463 -0.0366 -0.8 0.1 -1.1 0.026
C -2.5293 -4.3877 -1.9442 0.4 0.4 -0.6 0.022
C -3.0329 -2.9917 -1.6791 0.3 -0.6 0.1 -0.521
O -2.3630 -2.0147 -2.0249 -0.1 0.8 -0.5 -0.011
N -4.2259 -2.8776 -1.1009 -0.8 0.3 -0.3 0.040
C -4.9731 -1.6338 -0.9486 0.7 0.2 1.0 -0.037
H -2.4442 -4.4203 -3.0349 -0.1 -0.2 0.0 0.102
H -3.1510 -5.2082 -1.6025 0.0 0.1 0.2 0.084
H -1.4952 -4.4681 -1.6111 -0.1 -0.1 0.3 0.066
H -4.6917 -3.6870 -0.7327 0.2 -0.3 -0.2 0.140
H -5.2115 -1.0982 -1.8634 0.1 -0.3 -0.2 0.092
H -4.3681 -0.9860 -0.3130 -0.1 0.3 -0.1 0.069
H -5.8701 -1.8757 -0.3851 -0.1 0.1 -0.2 0.093
C 3.5693 2.6081 2.2084 0.4 0.4 -1.3 -0.013
C 3.1102 1.8453 3.4071 0.7 0.8 1.4 -0.555
O 3.6620 1.9512 4.4978 -0.1 -0.2 -0.3 0.033
N 2.0557 1.0345 3.2156 -0.7 -0.5 -0.6 0.008
C 1.4805 0.2022 4.2649 0.0 0.9 -0.3 -0.049
H 3.4015 3.6865 2.1818 -0.7 -0.1 0.6 0.084
H 3.0899 2.1846 1.3258 0.2 0.1 -0.2 0.033
H 4.6529 2.5999 2.0717 0.0 -0.7 0.2 0.091
H 1.5324 1.1436 2.3601 0.1 -0.2 -0.1 0.091
H 0.7129 0.7635 4.8026 0.1 -0.1 0.2 0.084
H 2.2922 -0.0499 4.9403 -0.2 -0.3 0.1 0.085
H 0.9880 -0.6532 3.8115 0.2 -0.2 0.1 0.070
O 0.1005 5.2077 2.6091 0.0 0.3 0.0 0.047
C 0.0217 4.1585 2.0061 -0.2 0.4 0.1 -0.604
N 0.8250 3.8802 0.9458 -0.2 -0.2 -0.4 0.159
C -0.9787 3.1149 2.3891 -0.2 -0.8 -0.2 -0.002
H 1.3425 4.6618 0.5830 0.4 -0.2 0.1 0.110
H 0.9400 2.9414 0.5753 -0.2 0.3 0.0 0.048
H -1.8877 3.5491 2.7980 0.3 0.2 0.3 0.092
H -0.4923 2.4480 3.1048 -0.3 0.0 0.1 0.073
H -1.3029 2.5186 1.5367 0.3 -0.1 -0.1 0.048
O -3.8271 4.3946 -0.5293 0.3 -0.4 0.2 0.040
C -3.2623 3.3373 -0.7652 -0.9 1.0 -0.5 -0.606
N -1.9808 3.2776 -1.1916 0.5 -0.6 0.1 0.171
C -4.0052 2.0330 -0.7420 0.2 -0.8 -0.1 -0.014
H -1.3958 4.0845 -1.0536 0.0 0.1 0.0 0.106
H -1.5414 2.3655 -1.2317 0.0 0.3 0.0 0.060
H -3.9304 1.4859 -1.6863 0.0 0.3 -0.2 0.080
H -5.0553 2.2038 -0.5295 0.1 0.0 0.2 0.087
H -3.5326 1.3417 -0.0396 -0.2 0.1 0.3 0.055
O 5.6415 1.9604 -2.5417 -0.4 -0.1 0.1 0.027
C 4.6456 1.3101 -2.2495 1.7 0.2 -0.4 -0.589
N 3.8239 1.6940 -1.2467 -0.7 0.0 0.0 0.174
C 4.4288 -0.0351 -2.8845 -0.8 -0.3 -0.5 -0.009
H 4.0102 2.6128 -0.8778 0.0 0.0 0.0 0.105
H 2.8594 1.3893 -1.2169 0.2 -0.1 0.2 0.056
H 4.5818 -0.0278 -3.9637 0.1 0.5 0.0 0.086
H 3.4049 -0.3810 -2.7459 0.1 -0.2 0.2 0.036
H 5.1562 -0.7620 -2.5250 -0.1 0.1 0.4 0.088
O 0.4468 -2.8602 -2.9358 -0.3 0.6 -0.2 -0.022
C 1.4291 -3.2066 -2.2572 -0.7 0.1 -0.1 -0.546
N 2.1620 -2.3131 -1.5957 -0.1 -0.3 0.1 0.213
C 1.7311 -4.6684 -2.1727 0.5 -0.5 -0.3 0.012
H 2.9757 -2.5590 -1.0621 0.0 -0.1 0.1 0.126
H 1.8342 -1.3551 -1.6127 0.2 0.2 -0.1 0.065
H 2.0037 -5.0329 -3.1656 0.1 0.2 0.0 0.097
H 0.8317 -5.2292 -1.9271 -0.1 0.2 0.2 0.080
H 2.5423 -4.9373 -1.4973 -0.1 0.1 0.1 0.084
O -1.8672 -2.0543 3.3552 0.2 -0.2 -0.3 0.035
C -1.5237 -1.7467 2.2277 -0.2 0.8 0.1 -0.597
N -1.9162 -0.5630 1.6681 -0.1 -0.4 0.2 0.175
C -0.6172 -2.5759 1.3553 0.7 -0.4 0.7 0.003
H -2.5328 0.0018 2.2274 0.0 0.1 -0.1 0.107
H -1.7354 -0.3355 0.7029 0.1 0.1 0.0 0.047
H 0.0979 -1.9668 0.8016 -0.4 0.1 -0.5 0.069
H -1.2119 -3.2623 0.7540 0.1 0.2 -0.3 0.073
H 0.0149 -3.1814 2.0093 -0.3 -0.1 0.1 0.087

---

27
Properties=species:S:1:pos:R:3:forces:R:3:lowdin_charge:R:1 method="wB97M-V/def2-TZVPD" de_lowest_kj_mol=40.0 e_lumo_ev=-4.6 multiplicity=1 fmax_ev_per_a=4.94 e_homo_ev=-13.161 total_charge=+1
C -0.5604 -4.0949 0.7967 -0.8 1.4 4.1 0.007
C -0.6686 -2.6019 0.7003 2.7 -0.7 -0.6 -0.255
N 0.3791 -2.1384 0.0292 -1.2 2.4 0.8 0.208
C -1.5818 -1.7442 1.3748 0.8 0.1 -1.1 -0.004
C -1.5689 -0.3490 1.2930 -2.0 -2.2 2.0 -0.067
N -0.8183 0.3984 0.4631 0.3 0.3 0.5 0.113
C -1.0225 1.6835 0.4773 2.6 1.1 -2.8 -0.326
O -2.1327 2.1894 0.9489 0.7 -0.4 -0.1 0.205
O -0.0974 2.5403 -0.2236 -3.4 -2.2 2.9 0.018
C 1.1268 1.9522 -0.7434 1.0 -2.5 0.8 -0.394
C 0.8398 1.2167 -2.0649 3.7 -1.6 1.9 -0.032
C 2.0943 3.1188 -0.9029 -2.8 -0.2 1.8 -0.020
H 0.0254 -4.5293 0.0992 2.7 -0.9 -2.0 0.053
H -1.4399 -4.5476 0.5821 -3.4 -1.1 -0.5 0.060
H -0.3465 -4.4923 1.8421 0.1 0.9 -1.2 0.147
H 0.4580 -1.1038 0.0700 0.3 -0.8 -0.6 0.097
H 1.1711 -2.6950 -0.2240 0.0 -0.3 -0.2 0.134
H -2.2248 -2.3521 1.9935 -0.5 0.8 0.3 0.118
H -2.2962 0.0398 2.0731 1.0 0.4 -1.2 0.157
H -2.0562 3.1064 1.1871 0.1 1.1 -0.1 0.150
H 1.5625 1.0946 0.0258 -1.0 2.5 -1.5 0.182
H 1.8577 1.0691 -2.6016 -2.1 0.3 0.5 0.136
H 0.3097 0.2875 -1.9274 0.4 -0.7 0.3 0.054
H 0.1155 1.7564 -2.4845 -2.2 2.7 -2.8 0.038
H 1.7234 3.9845 -1.4033 -0.9 0.4 -0.6 0.092
H 2.8512 2.7694 -1.4720 3.1 -0.9 -1.2 0.047
H 2.2999 3.4417 0.0912 1.0 0.3 0.6 0.084

---

37
Properties=species:S:1:pos:R:3:forces:R:3:lowdin_charge:R:1 method="wB97M-V/def2-TZVPD" de_lowest_kj_mol=103.7 e_lumo_ev=-0.3 multiplicity=1 fmax_ev_per_a=5.51 e_homo_ev=-9.167 total_charge=0
C 1.2531 -4.1280 1.7494 1.5 -1.2 0.1 -0.161
C 0.4914 -3.1507 0.8387 -0.9 -2.9 0.4 -0.674
C -0.0534 -4.1259 -0.3348 0.1 5.5 0.5 -0.090
S 1.4735 -1.7475 0.1698 -1.0 0.1 0.4 0.778
P 0.3662 0.0448 0.5624 0.9 1.5 -0.2 0.465
O 1.1498 0.8904 1.4680 0.1 0.0 -0.2 -0.294
O -1.0591 -0.2912 1.2678 0.4 -0.9 -1.6 -0.174
C -2.1537 0.5339 1.1458 -0.8 0.8 -0.6 -0.294
C -1.9787 1.8564 1.6566 -2.3 -0.9 -0.7 -0.019
C -3.0683 2.7365 1.5723 -1.2 -1.7 -0.9 -0.635
Cl -3.0037 4.2403 2.4100 -0.1 -0.1 -0.4 0.693
C -4.2844 2.2680 0.8470 2.6 3.7 1.4 -0.624
Cl -5.5179 3.4593 0.4411 0.5 -0.7 0.5 0.653
C -4.3301 1.0405 0.3126 -1.8 -1.5 -0.2 -0.168
C -3.3558 0.0978 0.5131 2.5 -1.1 0.5 -0.487
Cl -3.5482 -1.6244 -0.0585 0.3 2.1 0.6 0.631
O 0.1300 1.0148 -0.9026 -1.3 -2.4 2.1 -0.184
C 1.2792 1.5425 -1.4197 -0.8 0.3 0.2 -0.401
C 1.6144 2.8516 -1.0592 1.6 0.9 0.3 0.007
C 2.9454 3.2863 -1.3746 -0.7 0.0 -0.7 -0.569
Cl 3.6398 4.8535 -0.7839 -1.0 -1.7 -0.6 0.596
C 3.7195 2.4675 -2.2455 0.1 -0.5 0.6 -0.677
Cl 5.3937 2.8010 -2.5379 -0.1 0.3 -0.1 0.667
C 3.2603 1.2344 -2.7454 -0.4 -0.5 0.8 -0.123
C 2.0044 0.7819 -2.3141 1.0 -0.3 -1.1 -0.555
Cl 1.4084 -0.7453 -3.0191 0.3 1.2 0.6 0.650
H 1.9547 -4.7485 1.1766 -0.5 -0.3 -0.5 0.068
H 2.0276 -3.6788 2.3516 -0.4 0.6 1.1 0.057
H 0.6069 -4.8880 2.3289 0.7 1.7 -0.9 0.118
H -0.2729 -2.8111 1.5499 -0.3 0.5 -1.0 0.089
H -0.4780 -5.0010 -0.0581 -1.5 -2.5 1.6 0.031
H 0.7619 -4.3832 -0.9535 0.9 0.1 -1.0 0.058
H -0.8041 -3.4759 -0.8072 0.2 -0.7 -0.7 0.065
H -1.0519 2.0737 2.1489 0.2 0.3 0.2 0.113
H -5.2822 0.7569 -0.1188 0.2 -0.1 -0.4 0.117
H 0.8807 3.5014 -0.5025 1.1 -1.0 -0.5 0.150
H 3.8815 0.4660 -3.2751 -0.4 1.4 0.3 0.125

---

10
Properties=species:S:1:pos:R:3:forces:R:3:lowdin_charge:R:1 method="wB97M-V/def2-TZVPD" de_lowest_kj_mol=325.0 e_lumo_ev="0.2 / -2.6" multiplicity=3 fmax_ev_per_a=5.10 e_homo_ev="-6.030 / -10.621" total_charge=0
C 1.3155 1.7826 0.3616 4.4 2.3 0.2 -0.263
C 0.4929 0.8778 0.0587 -3.8 -3.0 -1.7 -0.576
N -1.4435 -1.1017 0.4371 2.3 -2.1 -2.6 -0.109
O -2.2185 1.0838 1.1379 -1.9 1.6 2.6 -0.307
O -1.8537 0.6686 -1.2621 0.2 -0.4 0.2 -0.320
S 2.1920 0.1742 -0.0957 0.3 1.0 0.6 0.814
S -1.4756 0.4968 0.1143 1.6 0.2 -1.5 0.496
H 1.8545 2.7350 0.4745 -1.0 -0.7 0.3 0.095
H -0.6907 -1.4954 -0.2387 -1.9 0.5 1.1 0.107
H -1.1063 -1.4118 1.3321 -0.2 0.6 0.8 0.065

---

45
Properties=species:S:1:pos:R:3:forces:R:3:lowdin_charge:R:1 method="wB97M-V/def2-TZVPD" e_lumo_ev=2.4 multiplicity=1 fmax_ev_per_a=2.87 e_homo_ev=-3.117 total_charge=-1
C -5.6964 0.1609 -1.8574 -0.4 -0.1 -0.2 -0.066
C -5.1571 -0.3584 -0.5564 0.0 0.1 -0.2 -0.202
O -3.8168 -0.8389 -0.8395 0.0 0.0 1.3 -0.018
C -3.2650 -1.3371 0.2719 -0.3 -0.8 0.4 -0.506
C -1.7436 -1.5740 0.0519 -0.2 0.2 -0.1 -0.759
F -1.3269 -2.6002 0.8418 -0.1 0.3 -0.5 0.021
S -1.3055 -1.9627 -1.7760 0.5 -0.5 0.2 0.719
C 0.3601 -2.6298 -1.5812 -0.4 0.4 0.1 -0.284
C 1.4078 -1.7266 -1.4504 0.0 0.1 0.1 -0.064
C 2.6857 -2.2138 -1.1877 0.0 -0.1 -0.1 -0.056
C 2.9029 -3.5920 -1.0748 -0.2 0.3 0.0 -0.071
C 1.8334 -4.4812 -1.2121 0.0 0.0 -0.1 -0.077
C 0.5496 -4.0057 -1.4727 0.0 0.1 0.1 -0.059
O -2.1441 -3.0659 -2.1756 -0.1 0.3 0.1 -0.304
O -1.2628 -0.7329 -2.5241 0.0 -0.6 0.5 -0.299
O -3.8469 -1.5808 1.3093 1.1 0.3 -1.3 0.134
H -6.5529 0.8001 -1.6356 0.0 0.0 -0.2 0.077
H -4.9427 0.7333 -2.4084 -0.2 -0.1 0.2 0.090
H -6.0409 -0.6738 -2.4764 0.1 0.2 -0.1 0.080
H -5.0820 0.4317 0.2054 0.0 -0.3 -0.2 0.139
H -5.7453 -1.1980 -0.1634 0.1 0.3 0.0 0.130
H 1.2072 -0.6573 -1.5305 0.2 -0.3 0.0 0.110
H 3.4991 -1.5012 -1.0707 -0.1 -0.2 0.0 0.112
H 3.9065 -3.9688 -0.8694 -0.3 0.1 0.0 0.105
H 1.9872 -5.5555 -1.1153 0.0 0.3 0.0 0.104
H -0.3014 -4.6799 -1.5700 0.2 0.2 0.0 0.115
Cl -0.9330 -0.0830 0.4880 0.1 0.0 0.2 0.866
C -0.3290 3.2197 1.2934 2.2 -1.6 0.9 -0.695
Cl -1.9888 3.4285 1.5444 -1.3 0.1 0.1 0.650
C 0.4550 2.6087 2.3966 -0.3 0.3 -1.0 -0.461
O -0.0681 2.1941 3.4357 0.0 0.1 0.4 -0.063
C 1.9222 2.4773 2.1478 -0.8 0.4 -0.7 -0.101
C 2.4886 2.8113 0.8736 -0.5 0.6 0.4 -0.215
C 3.8954 2.7758 0.7436 0.5 -0.2 0.3 -0.082
C 4.7089 2.4079 1.8037 -0.5 -0.1 -0.2 -0.116
C 4.1356 2.0497 3.0394 -0.4 -0.1 0.2 -0.116
C 2.7498 2.0714 3.1911 0.9 0.0 0.3 -0.041
C 1.6109 3.2558 -0.1533 -0.8 -0.8 0.8 -0.681
Cl 2.2526 3.7685 -1.6568 0.4 0.1 -1.1 0.629
C 0.2252 3.3201 0.0321 1.0 0.5 0.3 -0.186
H 4.3418 3.0628 -0.2028 0.0 -0.1 0.1 0.066
H 5.7904 2.3779 1.6727 -0.2 0.1 0.0 0.088
H 4.7661 1.7599 3.8841 -0.2 0.1 -0.3 0.085
H 2.2901 1.8116 4.1469 0.1 0.1 -0.3 0.111
H -0.4225 3.4909 -0.8127 0.0 0.4 -0.2 0.091